No. 1
This record from the OMol25 dataset describes a structure of composition C34H28N3O10S2V at a distorted geometry. The level of theory is wB97M-V/def2-TZVPD.

Positions of all 78 atoms, in Å:
V: 1.124 1.894 0.501
O: 4.009 -0.608 0.653
S: 3.166 0.380 1.242
O: 1.728 0.173 1.373
O: 3.128 1.718 0.484
C: 3.854 1.050 2.715
C: 5.179 0.723 2.854
C: 5.859 1.412 3.828
C: 5.282 2.454 4.561
C: 3.983 2.852 4.275
C: 3.225 2.101 3.405
S: 1.447 2.131 3.579
O: 1.127 3.104 4.578
O: 0.872 0.893 3.876
O: 0.906 2.642 2.222
H: 5.744 0.003 2.266
H: 6.791 1.116 4.154
H: 5.882 3.078 5.204
H: 3.484 3.682 4.818
O: -5.428 -2.856 1.141
C: -5.323 -1.827 0.286
O: -6.217 -1.583 -0.498
C: -4.018 -1.105 0.289
C: -3.788 -0.452 -0.855
C: -2.676 0.416 -0.880
C: -1.806 0.536 0.260
C: -1.937 -0.340 1.285
C: -2.995 -1.221 1.244
N: -1.007 1.677 0.185
C: -1.568 2.763 -0.156
C: -0.792 3.998 -0.251
C: -1.435 5.246 -0.337
C: -0.647 6.408 -0.543
C: 0.747 6.252 -0.624
C: 1.230 5.008 -0.296
N: 0.536 3.920 -0.059
H: -4.620 -2.979 1.634
H: -4.560 -0.472 -1.677
H: -2.453 1.056 -1.743
H: -1.300 -0.391 2.191
H: -3.143 -1.850 2.103
H: -2.638 2.815 -0.337
H: -2.513 5.394 -0.333
H: -1.047 7.384 -0.669
H: 1.330 7.140 -0.801
H: 2.297 4.898 -0.200
C: -2.073 -4.469 1.078
C: -2.150 -4.170 -0.371
C: -3.311 -4.435 -1.039
C: -3.484 -3.936 -2.313
C: -2.599 -3.046 -2.857
C: -1.482 -2.599 -2.143
N: -0.811 -1.500 -2.605
C: 0.546 -1.531 -2.876
C: 1.046 -2.791 -3.389
C: 2.391 -2.886 -3.592
C: 3.168 -1.783 -3.453
C: 2.703 -0.541 -3.020
C: 1.331 -0.430 -2.773
C: 0.700 0.813 -2.374
O: -0.171 1.414 -2.960
O: 1.170 1.271 -1.122
C: -1.172 -3.290 -0.940
C: 0.089 -2.890 -0.200
H: -2.805 -5.230 1.299
H: -2.315 -3.646 1.754
H: -1.050 -4.882 1.436
H: -4.118 -4.978 -0.534
H: -4.411 -4.224 -2.745
H: -2.751 -2.604 -3.783
H: -1.388 -0.866 -3.090
H: 0.375 -3.604 -3.581
H: 2.858 -3.817 -3.820
H: 4.101 -2.052 -3.846
H: 3.316 0.353 -3.002
H: 0.890 -3.572 -0.421
H: 0.005 -2.818 0.892
H: 0.381 -1.893 -0.554

The multiplicity is 2. As for the expectation value of S²: 0.7646. The calculation puts the HOMO energy (alpha / beta) at -10.18 / -10.18 eV. Its net charge is +1. For the HOMO-LUMO gap (alpha / beta), the calculation gives 0.1726 / 0.1940 Eh.

No. 2
This record from the OMol25 dataset describes a structure of composition C24H15Cl5NNiO2. The level of theory is wB97M-V/def2-TZVPD.

Positions of all 48 atoms, in Å:
Ni: -0.032 -0.935 -1.602
Cl: -2.500 -2.291 0.905
C: -2.623 -2.458 -0.819
C: -1.650 -1.912 -1.657
C: -1.783 -2.256 -2.997
Cl: -0.456 -1.693 -4.010
C: -2.807 -3.007 -3.545
Cl: -2.864 -3.350 -5.232
C: -3.792 -3.478 -2.681
Cl: -5.108 -4.404 -3.304
C: -3.688 -3.214 -1.316
Cl: -4.892 -3.855 -0.255
O: 0.736 1.377 -2.524
C: 1.817 0.849 -2.286
C: 3.156 1.566 -2.217
C: 4.134 0.419 -2.002
C: 3.238 -0.805 -1.771
O: 3.668 -1.904 -1.479
N: 1.927 -0.465 -1.947
H: 3.117 2.244 -1.363
H: 3.316 2.162 -3.115
H: 4.781 0.539 -1.134
H: 4.773 0.223 -2.865
C: -2.608 2.911 3.712
C: -3.170 3.125 2.462
C: -2.728 2.399 1.368
C: -1.707 1.448 1.479
C: -1.167 1.231 2.752
C: -1.610 1.955 3.847
C: -1.338 0.686 0.276
C: -0.245 -0.040 0.005
C: 0.962 -0.025 0.861
C: 1.570 -1.209 1.282
C: 2.741 -1.178 2.023
C: 3.339 0.035 2.337
C: 2.755 1.220 1.907
C: 1.579 1.191 1.176
H: -2.951 3.471 4.573
H: -3.959 3.857 2.337
H: -3.176 2.565 0.395
H: -0.404 0.478 2.891
H: -1.174 1.762 4.820
H: -2.121 0.693 -0.478
H: 1.128 -2.156 0.999
H: 3.205 -2.108 2.328
H: 4.264 0.055 2.900
H: 3.221 2.171 2.137
H: 1.122 2.110 0.829

The value obtained for the energy relative to the best compared isomer or geometry (same formula, charge and spin) is 0.0 kcal/mol. The calculation puts the HOMO energy (alpha / beta) at -4.91 / -4.92 eV. Its net charge is -1. For the HOMO-LUMO gap (alpha / beta), the calculation gives 0.2702 / 0.2704 Eh.

No. 3
This record from the OMol25 dataset describes the ion C9H12N3 with charge +1 at a distorted geometry. The level of theory is wB97M-V/def2-TZVPD.

Positions of all 24 atoms, in Å:
C: -0.762 2.298 -0.903
C: -0.513 2.749 0.390
C: -0.297 1.004 -1.320
C: -0.016 -0.020 -0.463
C: -0.550 1.673 1.405
C: -0.488 -0.532 1.897
C: 0.136 -1.567 2.087
C: 1.196 -2.240 -0.340
C: 0.267 -1.466 -2.368
N: -0.512 0.378 0.945
N: 0.317 -1.249 -0.980
N: -0.775 1.827 2.658
H: -0.943 3.013 -1.733
H: -0.752 3.795 0.719
H: -0.030 0.854 -2.444
H: 0.245 -2.293 2.869
H: 2.274 -1.910 -0.649
H: 1.110 -2.443 0.725
H: 0.864 -3.081 -0.867
H: -0.590 -0.909 -2.825
H: 1.246 -1.030 -2.795
H: 0.021 -2.554 -2.402
H: -0.717 2.670 3.150
H: -0.730 1.033 3.245

The multiplicity is 3. As for the expectation value of S²: 2.0138. The value obtained for the energy relative to the best compared isomer or geometry (same formula, charge and spin) is 103.1 kcal/mol. The calculation puts the HOMO energy (alpha / beta) at -9.48 / -13.05 eV. Its net charge is +1. For the HOMO-LUMO gap (alpha / beta), the calculation gives 0.2169 / 0.2426 Eh.

No. 4
This record from the OMol25 dataset describes a structure of composition C54H48IN4O3P2RbS2 at a distorted geometry. The level of theory is wB97M-V/def2-TZVPD.

Positions of all 115 atoms, in Å:
Rb: 1.373 0.471 -0.710
C: -1.094 -3.176 2.339
C: -0.122 -3.808 1.407
N: -0.421 -4.949 0.818
C: 0.439 -5.471 -0.090
C: 1.640 -4.863 -0.417
C: 2.595 -5.599 -1.337
O: 3.996 -5.402 -0.968
C: 1.929 -3.595 0.089
C: 2.948 -2.867 -0.607
N: 3.630 -1.797 -0.327
C: 4.377 -1.570 0.800
C: 4.597 -2.622 1.710
C: 5.009 -2.420 3.004
C: 5.396 -1.148 3.380
C: 5.388 -0.082 2.451
C: 4.889 -0.331 1.179
I: 4.668 1.376 -0.049
C: 1.131 -3.015 1.171
O: 1.349 -1.971 1.820
H: -1.937 -3.837 2.528
H: -1.435 -2.220 1.903
H: -0.566 -2.905 3.296
H: 0.141 -6.412 -0.544
H: 2.484 -5.291 -2.386
H: 2.329 -6.669 -1.246
H: 4.105 -5.879 -0.125
H: 3.107 -3.203 -1.627
H: 4.312 -3.616 1.393
H: 5.046 -3.291 3.683
H: 5.816 -0.979 4.371
H: 5.739 0.887 2.728
O: -0.680 2.622 -0.518
S: -1.257 2.290 0.881
C: -1.222 3.845 1.798
C: -2.270 4.770 1.690
C: -2.126 6.080 2.186
C: -0.951 6.433 2.805
C: 0.064 5.498 2.995
C: -0.015 4.206 2.438
P: 1.359 3.063 2.596
C: 2.748 3.989 3.282
C: 3.513 4.729 2.373
C: 4.696 5.385 2.763
C: 5.090 5.355 4.100
C: 4.317 4.650 5.030
C: 3.173 3.979 4.644
C: 0.925 1.990 3.928
C: 1.837 0.948 4.184
C: 1.444 -0.172 4.942
C: 0.193 -0.208 5.509
C: -0.690 0.858 5.346
C: -0.345 1.931 4.551
C: -3.009 1.852 0.591
C: -3.830 2.006 1.694
C: -5.148 1.504 1.640
C: -5.632 0.978 0.450
C: -4.778 0.794 -0.630
C: -3.440 1.202 -0.600
P: -2.284 0.617 -1.864
C: -2.358 1.869 -3.119
C: -3.424 2.751 -3.328
C: -3.266 3.834 -4.211
C: -2.057 4.026 -4.832
C: -0.984 3.141 -4.643
C: -1.144 2.057 -3.796
C: -3.129 -0.761 -2.561
C: -3.403 -0.895 -3.951
C: -3.852 -2.093 -4.468
C: -3.971 -3.202 -3.670
C: -3.736 -3.128 -2.287
C: -3.342 -1.908 -1.759
H: -3.212 4.515 1.192
H: -2.949 6.783 2.027
H: -0.800 7.464 3.139
H: 0.913 5.757 3.620
H: 3.256 4.764 1.315
H: 5.286 5.902 2.009
H: 5.975 5.899 4.439
H: 4.622 4.590 6.073
H: 2.643 3.429 5.399
H: 2.852 1.045 3.790
H: 2.178 -0.976 5.125
H: -0.083 -1.030 6.171
H: -1.717 0.798 5.695
H: -1.061 2.734 4.378
H: -3.445 2.502 2.571
H: -5.776 1.573 2.533
H: -6.664 0.665 0.340
H: -5.175 0.317 -1.533
H: -4.356 2.601 -2.795
H: -4.102 4.495 -4.384
H: -1.981 4.781 -5.603
H: -0.026 3.293 -5.151
H: -0.306 1.369 -3.629
H: -3.254 -0.046 -4.591
H: -4.112 -2.160 -5.532
H: -4.297 -4.167 -4.094
H: -3.894 -3.977 -1.629
H: -3.136 -1.853 -0.706
C: -0.172 -1.943 -6.466
N: -0.415 -2.921 -5.387
C: -0.969 -4.231 -5.628
C: -0.852 -5.011 -4.269
N: -0.393 -3.964 -3.414
C: -0.091 -2.794 -4.055
S: 0.675 -1.433 -3.495
H: -0.955 -1.181 -6.352
H: -0.210 -2.474 -7.421
H: 0.780 -1.434 -6.317
H: -0.405 -4.759 -6.419
H: -2.025 -4.199 -5.942
H: -0.122 -5.843 -4.409
H: -1.856 -5.429 -3.996
H: -0.240 -4.078 -2.414

The value obtained for the energy relative to the best compared isomer or geometry (same formula, charge and spin) is 0.0 kcal/mol. The calculation puts the HOMO energy at -6.37 eV. For the HOMO-LUMO gap, the calculation gives 0.2382 Eh.

No. 5
This record from the OMol25 dataset describes the molecule C13H25N7O3 at a distorted geometry. The level of theory is wB97M-V/def2-TZVPD.

Positions of all 48 atoms, in Å:
C: 0.998 -1.522 2.484
C: 2.093 -1.995 1.532
N: 2.393 -0.995 0.518
C: 2.912 0.264 1.032
C: 4.181 0.174 1.885
C: 3.132 -1.501 -0.634
C: 2.645 -0.867 -1.945
C: 1.210 -1.272 -2.287
N: 0.319 -0.828 -1.250
C: -0.879 -0.282 -1.429
N: -1.369 -0.188 -2.669
C: -2.559 0.371 -2.828
N: -3.014 0.457 -4.081
C: -3.315 0.865 -1.710
N: -4.532 1.488 -1.864
O: -5.032 1.602 -2.989
O: -5.118 1.945 -0.872
C: -2.698 0.672 -0.422
N: -3.315 1.028 0.711
C: -2.708 0.863 2.007
C: -1.730 2.007 2.318
O: -2.378 3.246 2.465
N: -1.499 0.120 -0.311
H: 1.358 -0.746 3.154
H: 0.657 -2.359 3.088
H: 0.155 -1.131 1.918
H: 2.984 -2.293 2.107
H: 1.729 -2.883 1.007
H: 2.119 0.740 1.615
H: 3.110 0.906 0.170
H: 4.970 -0.359 1.359
H: 3.987 -0.335 2.826
H: 4.537 1.176 2.108
H: 2.984 -2.581 -0.699
H: 4.213 -1.326 -0.534
H: 3.306 -1.187 -2.753
H: 2.700 0.219 -1.875
H: 0.889 -0.832 -3.234
H: 1.151 -2.365 -2.380
H: 0.733 -0.818 -0.317
H: -2.435 0.098 -4.818
H: -3.919 0.885 -4.239
H: -4.218 1.484 0.607
H: -2.159 -0.081 2.019
H: -3.502 0.846 2.756
H: -1.231 1.816 3.270
H: -0.976 2.048 1.520
H: -2.881 3.427 1.662

As for the SMILES: CCN(CC)CCCNc1nc(N)c([N+](=O)[O-])c(NCCO)n1. The calculation puts the HOMO energy at -8.62 eV. For the HOMO-LUMO gap, the calculation gives 0.3248 Eh.

No. 6
This record from the OMol25 dataset describes a cluster of 2 separate species, C3H10BN in total at a distorted geometry. The level of theory is wB97M-V/def2-TZVPD.

Positions of all 15 atoms, in Å:
B: -0.222 0.426 -0.653
C: -0.972 1.504 1.779
C: 1.315 -1.762 -0.123
C: -0.026 -1.068 -0.325
N: -0.194 1.317 -1.697
H: -1.180 2.508 1.718
H: -0.050 1.442 2.340
H: -1.830 0.990 2.058
H: 1.940 -1.804 -1.044
H: 1.816 -1.279 0.628
H: 1.184 -2.820 0.226
H: -0.430 -1.660 -1.169
H: -0.766 -1.108 0.530
H: -0.492 2.262 -1.606
H: -0.095 1.053 -2.661

The value obtained for the energy relative to the best compared isomer or geometry (same formula, charge and spin) is 82.0 kcal/mol. The calculation puts the HOMO energy at -7.12 eV. For the HOMO-LUMO gap, the calculation gives 0.2784 Eh.

No. 7
This record from the OMol25 dataset describes a structure of composition C20H32O5 at a distorted geometry. The level of theory is wB97M-V/def2-TZVPD.

Positions of all 57 atoms, in Å:
C: -0.016 4.778 -4.308
C: 0.553 4.093 -3.287
C: 1.665 2.965 -3.388
H: 1.627 2.671 -4.471
H: 2.400 3.411 -3.261
O: 1.156 2.094 -2.629
C: 1.538 2.225 -1.281
O: 2.362 2.876 -1.012
C: 1.205 0.862 -0.696
C: 0.172 0.008 -1.018
C: -0.054 -1.101 -0.242
C: 0.812 -1.375 0.803
C: 1.739 -2.260 0.372
C: 2.888 -2.716 1.658
C: 3.946 -3.619 0.953
O: 4.764 -2.728 0.240
H: 4.924 -2.034 0.653
H: 3.519 -4.325 0.539
H: 4.640 -4.086 1.923
H: 3.274 -1.787 2.254
H: 2.220 -3.326 2.197
H: 2.629 -1.417 -0.130
H: 1.679 -3.042 -0.039
H: 0.235 -1.809 1.836
C: 1.302 -0.203 1.367
O: 0.017 0.482 2.148
C: 0.069 1.720 2.891
C: 0.539 2.934 2.110
H: 0.420 3.974 2.832
H: -0.535 3.141 1.540
H: 1.381 2.936 1.451
H: 1.136 1.507 3.386
H: -0.579 1.751 3.607
O: 1.667 0.787 0.582
H: 1.823 -0.173 2.325
H: -0.024 -2.040 -0.845
C: -1.727 -1.120 0.091
C: -2.605 -0.173 -0.598
C: -4.010 -0.184 -0.307
C: -4.486 -1.441 0.052
C: -3.835 -2.238 1.225
C: -2.229 -2.145 0.666
H: -2.343 -2.887 -0.407
H: -1.834 -2.826 1.259
H: -4.062 -3.219 1.168
H: -3.832 -1.818 2.049
H: -5.765 -1.506 0.477
H: -4.837 -2.257 -0.794
H: -4.585 0.194 -1.136
H: -3.987 0.552 0.558
H: -2.194 0.630 -1.055
H: -2.566 -0.945 -1.778
H: -1.704 -0.613 1.151
H: -0.287 0.214 -1.895
H: 0.279 4.518 -2.203
H: -0.633 5.643 -4.089
H: 0.149 4.445 -5.490

The value obtained for the energy relative to the best compared isomer or geometry (same formula, charge and spin) is 558.1 kcal/mol. The calculation puts the HOMO energy at -8.09 eV. For the HOMO-LUMO gap, the calculation gives 0.3116 Eh.

No. 8
This record from the OMol25 dataset describes a cluster of 2 separate species, C4H8NO3 in total at a distorted geometry. The level of theory is wB97M-V/def2-TZVPD.

Positions of all 16 atoms, in Å:
C: 2.045 0.682 0.255
C: 1.328 -0.339 0.670
C: -1.439 0.731 -1.246
C: -3.718 0.110 -1.044
N: 1.974 -1.456 1.515
O: -0.735 1.589 -1.616
O: 3.325 0.899 0.852
O: -2.224 -0.104 -0.922
H: 1.531 1.348 -0.385
H: -4.104 -0.737 -1.780
H: -4.063 0.874 -1.628
H: -4.035 -0.041 -0.006
H: 2.971 -1.268 1.513
H: 1.737 -2.296 1.070
H: 1.685 -1.416 2.530
H: 3.723 1.424 0.222

The value obtained for the energy relative to the best compared isomer or geometry (same formula, charge and spin) is 148.9 kcal/mol. The calculation puts the HOMO energy (alpha / beta) at -10.80 / -10.80 eV. Its net charge is +1. For the HOMO-LUMO gap (alpha / beta), the calculation gives 0.2263 / 0.2263 Eh.

No. 9
This record from the OMol25 dataset describes a structure of composition C22H24N2O8S at a distorted geometry. The level of theory is wB97M-V/def2-TZVPD.

Positions of all 57 atoms, in Å:
C: 2.729 -2.954 -4.435
H: 2.628 -3.999 -4.580
C: 3.253 -2.552 -3.123
C: 2.688 -3.183 -2.003
N: 3.294 -2.651 -1.015
S: 3.219 -3.490 0.577
O: 3.592 -4.821 0.322
O: 3.803 -2.941 1.590
C: 1.329 -3.420 0.935
C: 0.908 -2.134 1.568
C: -0.459 -2.124 1.968
C: -1.374 -3.134 1.363
C: -0.908 -4.059 0.514
C: 0.462 -4.292 0.622
H: 0.802 -5.230 -0.040
H: -1.437 -4.826 0.412
H: -2.332 -2.677 1.404
C: -0.806 -0.712 2.455
O: -0.373 0.231 2.672
O: -2.084 -0.832 3.010
C: -2.744 0.283 3.334
H: -1.888 0.763 4.273
H: -3.664 0.066 3.987
C: -2.807 1.340 2.342
O: -3.055 0.755 1.075
N: -3.363 2.614 2.656
C: -3.546 3.792 1.709
C: -4.035 4.803 2.660
C: -4.120 6.052 1.887
C: -4.200 6.076 0.506
C: -3.982 4.759 -0.126
C: -3.635 3.590 0.366
H: -3.340 2.782 -0.025
O: -3.916 5.090 -1.656
C: -4.289 6.419 -1.741
O: -4.585 6.946 -0.216
H: -3.684 6.887 -2.316
H: -5.107 6.593 -2.086
H: -4.509 6.915 2.439
H: -3.845 4.771 3.762
H: -3.243 2.902 3.666
H: 1.856 -1.463 2.134
C: 3.342 -1.277 -0.752
H: 3.843 -0.873 0.083
C: 3.926 -0.790 -1.968
C: 5.353 -0.690 -1.921
H: 5.902 -0.484 -2.905
H: 5.838 0.041 -1.227
H: 5.570 -1.918 -1.561
H: 3.782 0.316 -1.973
O: 3.293 -1.227 -3.122
H: 2.122 -0.953 -0.684
H: 2.662 -4.245 -1.920
H: 1.704 -2.857 -1.995
H: 4.478 -2.774 -3.200
H: 3.285 -2.490 -5.139
H: 1.665 -2.716 -4.566

The value obtained for the energy relative to the best compared isomer or geometry (same formula, charge and spin) is 461.5 kcal/mol. The calculation puts the HOMO energy at -7.82 eV. For the HOMO-LUMO gap, the calculation gives 0.2862 Eh.

No. 10
This record from the OMol25 dataset describes the molecule CH4IOPS at a distorted geometry. The level of theory is wB97M-V/def2-TZVPD.

Positions of all 9 atoms, in Å:
C: -0.869 0.758 -0.572
P: 0.887 0.647 -0.376
O: 1.146 -0.590 -1.436
S: 0.958 -0.713 1.672
I: -0.319 -1.710 3.712
H: -1.153 1.764 -0.165
H: -1.153 0.664 -1.626
H: -1.559 0.202 0.237
H: 2.061 -1.020 -1.446

As for the SMILES: CP(O)SI. The value obtained for the energy relative to the best compared isomer or geometry (same formula, charge and spin) is 65.6 kcal/mol. The calculation puts the HOMO energy at -8.51 eV. For the HOMO-LUMO gap, the calculation gives 0.2338 Eh.

| no. | E (a.u.) |
| --- | --- |
| 1 | -3969.2855 |
| 2 | -4938.1557 |
| 3 | -513.8857 |
| 4 | -4332.1037 |
| 5 | -1119.3401 |
| 6 | -199.8044 |
| 7 | -1156.6079 |
| 8 | -437.2119 |
| 9 | -1961.6514 |
| 10 | -1152.9330 |